Entry from OMol25: a structure of composition C17H33Li6O15P2 (ωB97M-V/def2-TZVPD).

* net charge: -1
* frontier orbital gap: 4.57 eV
* HOMO level: -2.88 eV
* energy above the lowest of the compared OMol25 structures with the same formula, charge and spin: 0.0 kJ/mol

XYZ file:
```
73
Properties=species:S:1:pos:R:3:forces:R:3:mulliken_charge:R:1
Li -23.315 -6.409 -9.883 0.0 0.5 0.2 1.061
Li -19.874 -6.495 -11.693 0.3 0.3 0.4 1.147
Li -20.525 -6.457 -9.020 0.0 0.4 -0.5 0.745
Li -20.000 -9.150 -12.890 0.3 0.6 0.3 0.776
Li -22.869 -6.667 -12.516 0.4 0.7 0.4 1.146
Li -19.861 -9.826 -10.347 0.4 0.9 -0.4 0.808
P -21.648 -8.382 -11.315 1.4 3.4 1.2 0.692
O -23.078 -7.943 -10.958 0.7 -1.6 -0.7 -0.785
O -21.247 -9.823 -11.571 -0.7 -2.1 -0.5 -0.751
O -20.581 -7.910 -10.255 -0.5 -1.3 1.1 -0.896
O -21.119 -7.565 -12.552 -1.4 -1.2 -1.1 -0.896
P -21.584 -4.733 -10.279 1.9 7.5 1.6 0.692
O -22.498 -5.274 -11.403 -0.2 -0.1 -0.2 -0.766
O -20.061 -5.094 -10.449 -0.3 -1.7 -0.8 -0.974
O -22.029 -5.375 -8.956 -0.9 -2.7 1.1 -1.089
O -21.581 -3.170 -9.949 -0.8 -2.9 -1.9 -0.870
O -16.323 -8.332 -11.892 -0.2 -0.6 0.1 -0.523
C -17.663 -8.460 -12.047 -0.7 0.6 0.4 0.750
O -18.270 -7.525 -12.573 0.0 1.4 -1.1 -0.737
O -18.269 -9.462 -11.636 0.1 -2.2 0.7 -0.769
H -16.198 -7.452 -12.255 0.5 0.4 -0.1 0.325
C -27.512 -7.133 -8.395 -1.3 0.2 1.2 -0.647
C -26.905 -8.468 -8.712 -0.5 0.9 -1.1 -0.708
C -25.694 -7.940 -9.517 -1.1 -0.7 1.4 -0.091
O -25.278 -6.664 -8.885 -0.6 -1.3 -0.2 -0.407
C -26.333 -6.327 -7.925 0.3 -0.3 -0.4 -0.518
H -28.254 -7.243 -7.604 -0.2 0.3 0.1 0.357
H -27.990 -6.606 -9.221 0.1 -0.3 -0.3 0.251
H -27.507 -9.090 -9.374 -0.1 0.0 0.0 0.322
H -26.797 -9.020 -7.779 0.8 0.0 -0.1 0.341
H -26.109 -7.710 -10.499 0.6 -0.1 -0.2 0.190
H -25.028 -8.803 -9.504 1.1 1.0 -0.4 0.230
H -26.617 -5.275 -7.882 0.7 0.2 -0.4 0.303
H -26.003 -6.626 -6.931 0.1 -0.1 0.1 0.294
C -24.568 -7.230 -16.311 -1.4 0.9 0.0 -0.675
C -25.063 -8.379 -15.433 -0.1 0.2 -0.2 -0.663
C -23.957 -8.370 -14.392 -0.5 -0.6 -0.1 -0.351
O -23.848 -6.964 -14.090 0.6 -0.8 -0.2 -0.186
C -23.956 -6.239 -15.313 -0.3 0.1 -0.9 -0.242
H -25.414 -6.717 -16.768 -0.1 -0.1 -0.3 0.321
H -23.909 -7.529 -17.127 0.2 -0.2 0.3 0.305
H -25.293 -9.243 -16.058 0.6 -0.4 0.4 0.367
H -25.986 -8.164 -14.895 -0.1 0.4 -0.2 0.271
H -23.066 -8.821 -14.829 0.5 0.4 0.1 0.135
H -24.182 -8.926 -13.481 0.0 0.3 0.1 0.330
H -23.047 -5.818 -15.741 0.6 -0.2 0.6 0.032
H -24.605 -5.379 -15.147 -0.1 -0.1 0.2 0.350
C -19.259 -4.271 -14.197 0.4 -1.3 0.9 -0.010
C -18.608 -3.693 -15.435 0.3 -0.8 -0.5 -0.650
C -19.813 -3.510 -16.350 -0.4 -0.4 -0.6 -0.520
O -20.934 -4.146 -15.744 -1.2 1.3 -0.4 -0.447
C -20.490 -5.005 -14.741 -0.1 0.6 0.4 0.017
H -19.441 -3.491 -13.458 -0.6 -0.3 0.1 0.273
H -18.649 -5.061 -13.761 0.4 0.4 0.4 0.008
H -17.922 -4.450 -15.814 0.0 -0.1 -0.4 0.218
H -17.985 -2.807 -15.317 -0.4 0.2 0.3 0.367
H -19.771 -4.061 -17.290 0.8 0.5 -0.5 0.295
H -20.005 -2.451 -16.523 -0.4 0.0 -0.1 0.252
H -20.327 -5.973 -15.213 0.9 -0.4 0.2 0.170
H -21.295 -5.192 -14.030 0.1 0.4 0.3 -0.016
C -19.613 -13.799 -10.637 0.1 -1.1 0.9 -0.705
C -20.055 -12.906 -11.776 0.9 2.7 1.9 0.433
C -20.369 -13.745 -12.908 -1.4 -2.4 -0.3 -0.490
O -19.682 -15.005 -12.641 0.3 0.0 -1.2 -0.477
C -19.322 -15.183 -11.268 -0.6 1.8 -0.6 -0.344
H -20.395 -13.950 -9.894 -0.3 0.2 -0.1 0.268
H -18.784 -13.391 -10.059 0.2 0.0 -0.3 0.339
H -19.295 -12.171 -12.040 0.4 -0.1 0.1 -0.027
H -20.857 -12.311 -11.340 -0.4 0.1 -0.8 -0.015
H -20.211 -13.384 -13.925 0.9 0.0 0.2 0.302
H -21.445 -13.917 -12.912 -0.3 -0.5 0.1 0.257
H -18.255 -15.383 -11.170 -0.1 -0.6 -0.2 0.245
H -19.990 -15.946 -10.869 0.4 -0.2 0.3 0.263
```
Positions in Å, forces in eV/Å.

***

Entry from OMol25: a cluster of 10 separate species, C25H75N15O10 in total (ωB97M-V/def2-TZVPD).

* net charge: 0
* frontier orbital gap: 9.48 eV
* HOMO level: -9.01 eV
* structure (SMILES): COC[C@H](C)N.COC[C@H](C)N.COC[C@H](C)N.COC[C@H](C)N.COC[C@H](C)N.NC(N)=O.NC(N)=O.NC(N)=O.NC(N)=O.NC(N)=O
* energy above the lowest of the compared OMol25 structures with the same formula, charge and spin: 148.2 kJ/mol

XYZ file:
```
125
Properties=species:S:1:pos:R:3:forces:R:3:mulliken_charge:R:1
C 0.506 2.033 -3.362 1.1 -0.3 0.1 0.304
O 0.430 2.660 -4.403 -0.2 0.1 0.3 -0.683
N 0.396 0.665 -3.287 -0.1 -0.1 -0.6 -0.215
N 0.898 2.577 -2.166 -0.2 0.4 0.1 -0.002
H 0.218 0.198 -4.160 -0.3 0.1 0.0 0.227
H 0.190 0.193 -2.426 0.0 0.2 0.0 0.036
H 1.140 1.995 -1.384 -0.2 0.0 0.0 -0.043
H 0.982 3.574 -2.099 0.0 0.0 0.0 0.159
C -2.868 0.821 -5.181 -0.1 -0.3 -0.8 0.584
O -1.736 0.874 -5.619 0.0 0.0 0.3 -0.568
N -3.197 0.456 -3.900 0.0 0.4 0.1 -0.257
N -3.945 1.104 -5.998 0.2 -0.1 0.5 -0.450
H -4.105 0.070 -3.722 0.0 0.0 0.2 0.200
H -2.470 0.329 -3.210 0.1 -0.4 -0.1 -0.060
H -4.893 1.091 -5.674 0.0 0.1 -0.1 0.149
H -3.733 1.248 -6.966 -0.1 0.0 -0.1 0.239
C -3.489 2.308 4.965 0.5 0.6 -0.2 0.606
O -4.373 2.785 4.284 -0.5 -0.1 0.0 -0.617
N -3.537 2.262 6.335 0.4 -0.1 -0.5 -0.398
N -2.298 1.859 4.415 -0.6 -0.3 0.4 -0.498
H -4.363 2.613 6.778 -0.1 -0.2 0.1 0.233
H -2.878 1.669 6.803 -0.2 0.0 0.4 0.193
H -2.233 2.047 3.427 0.3 0.2 0.0 0.162
H -1.477 2.044 4.966 0.2 0.0 -0.3 0.257
C 4.217 4.517 1.438 0.3 0.1 -0.1 0.568
O 3.254 5.234 1.664 0.1 -0.2 0.1 -0.618
N 4.272 3.196 1.810 -0.1 -1.0 0.2 -0.312
N 5.370 4.930 0.805 -0.8 -0.5 0.8 -0.402
H 3.471 2.672 2.107 -0.5 0.6 0.0 0.172
H 5.066 2.580 1.743 0.4 0.6 -0.3 0.225
H 5.834 4.227 0.251 0.7 0.3 -0.3 0.250
H 5.520 5.914 0.713 -0.1 0.0 -0.4 0.219
C -2.495 3.565 -0.700 -0.2 -0.5 -0.1 0.709
O -2.307 2.700 0.153 0.0 0.2 0.1 -0.724
N -2.694 3.262 -2.013 0.0 0.5 0.1 -0.233
N -2.517 4.893 -0.383 0.0 0.4 0.0 -0.418
H -3.038 3.972 -2.633 0.1 -0.1 -0.1 0.184
H -2.756 2.306 -2.320 0.1 0.0 0.1 0.114
H -2.630 5.170 0.576 0.1 -0.3 0.1 0.173
H -2.600 5.635 -1.054 0.0 -0.2 -0.2 0.173
C -2.729 -5.431 1.614 0.2 -0.7 1.6 -1.222
C -3.533 -6.074 0.516 0.6 0.0 -1.5 0.537
C -5.009 -5.697 0.563 0.3 0.5 -0.3 -0.656
O -5.698 -6.223 1.657 -0.6 0.6 0.6 -0.367
C -5.628 -7.590 1.831 1.0 -1.8 -0.4 -0.718
N -2.916 -5.803 -0.813 0.1 0.4 0.2 -0.508
H -2.744 -4.345 1.670 0.1 0.0 -0.6 0.262
H -1.716 -5.838 1.662 0.2 0.4 -0.5 0.373
H -3.091 -5.707 2.615 -0.5 -0.2 -0.3 0.400
H -3.406 -7.159 0.518 -0.3 -0.1 0.8 0.217
H -5.483 -5.923 -0.405 -0.1 -0.5 0.2 0.432
H -5.096 -4.610 0.660 0.1 0.0 0.1 0.193
H -4.649 -7.946 2.197 0.0 0.4 0.1 0.248
H -5.750 -8.154 0.892 -0.3 0.2 0.0 0.320
H -6.344 -7.981 2.550 -0.4 0.5 0.0 0.282
H -2.670 -4.837 -0.998 -0.3 -0.1 0.2 0.088
H -3.499 -6.137 -1.569 0.0 0.0 0.0 0.237
C 0.142 6.323 2.323 -0.4 0.4 0.1 -1.394
C -0.282 5.117 3.171 -0.1 0.3 -0.3 0.387
C -1.673 5.342 3.722 -0.4 0.3 0.1 0.630
O -1.620 6.361 4.692 0.6 0.4 0.4 -0.368
C -2.661 6.378 5.631 -0.3 -0.3 0.4 -0.580
N -0.303 3.841 2.442 0.3 0.0 -0.6 -0.008
H 0.927 6.122 1.598 0.1 -0.2 0.1 0.356
H 0.465 7.159 2.948 0.1 -0.1 0.1 0.351
H -0.744 6.697 1.793 0.1 -0.1 -0.2 0.313
H 0.367 5.043 4.047 0.1 -0.2 -0.2 0.218
H -2.062 4.405 4.135 0.0 0.1 0.0 -0.715
H -2.363 5.702 2.941 0.0 -0.4 -0.2 0.237
H -3.365 7.208 5.503 0.0 -0.2 -0.5 0.248
H -2.270 6.523 6.645 0.3 -0.2 -0.1 0.245
H -3.179 5.413 5.595 -0.3 0.2 0.2 0.201
H -1.002 3.864 1.698 -0.3 -0.1 0.3 -0.147
H 0.538 3.801 1.866 0.2 0.0 0.4 0.043
C 3.859 -6.299 -1.077 0.5 -0.2 0.0 -1.238
C 2.963 -6.447 -2.289 0.8 -0.4 -0.8 0.742
C 2.199 -5.176 -2.612 -0.9 0.3 -0.1 -0.977
O 1.724 -4.473 -1.485 0.1 0.4 -0.2 -0.197
C 0.665 -5.070 -0.809 -0.4 -1.0 0.9 -0.915
N 3.767 -6.749 -3.522 -0.8 0.0 0.4 -0.779
H 4.401 -5.353 -1.112 -0.3 0.2 0.2 0.205
H 4.659 -7.045 -1.037 -0.3 -0.3 -0.2 0.411
H 3.275 -6.429 -0.166 0.1 0.4 0.1 0.312
H 2.268 -7.280 -2.130 -0.2 0.2 0.2 0.213
H 1.351 -5.426 -3.273 0.0 -0.1 0.1 0.364
H 2.782 -4.445 -3.175 0.5 -0.2 0.2 0.379
H -0.291 -5.176 -1.337 0.2 0.4 -0.4 0.388
H 0.485 -4.511 0.110 0.0 0.2 -0.1 0.143
H 0.894 -6.097 -0.481 0.2 0.1 -0.1 0.377
H 3.942 -7.751 -3.532 0.2 0.1 0.0 0.275
H 3.113 -6.612 -4.293 0.3 0.0 -0.2 0.253
C -2.002 -2.566 -0.378 1.6 -0.7 -0.3 -1.475
C -1.547 -1.168 0.021 -1.2 0.1 0.5 0.934
C -0.056 -0.990 -0.253 -0.6 -1.1 -0.6 -1.585
O 0.451 0.304 -0.075 0.4 -0.3 -0.3 0.589
C 0.776 0.612 1.259 -0.9 0.4 0.5 -0.475
N -2.287 -0.184 -0.791 -0.2 0.6 0.6 0.023
H -1.599 -3.336 0.284 0.0 0.3 0.3 0.028
H -1.481 -2.799 -1.319 -0.6 0.0 -0.2 0.427
H -3.067 -2.769 -0.462 -0.1 0.5 0.0 0.438
H -1.785 -1.042 1.089 0.2 0.1 0.0 0.255
H -0.005 -1.277 -1.313 0.5 0.4 0.0 0.423
H 0.530 -1.773 0.250 0.1 0.3 0.3 0.288
H 1.183 1.618 1.289 0.3 0.0 -0.2 -0.226
H 1.454 -0.098 1.742 0.1 -0.1 -0.3 0.362
H -0.150 0.690 1.843 0.1 -0.2 0.2 0.146
H -3.289 -0.342 -0.684 0.1 -0.4 -0.1 0.285
H -2.207 0.711 -0.295 0.3 0.2 -0.5 -0.083
C 4.996 3.029 -2.947 1.2 0.9 -0.3 -1.662
C 5.349 2.372 -1.638 -0.4 -0.6 0.6 1.484
C 5.266 0.857 -1.694 0.6 0.1 -0.7 -1.053
O 5.260 0.379 -0.366 -0.4 -0.3 -0.3 -0.263
C 5.271 -1.041 -0.321 0.2 0.5 1.1 -0.957
N 6.654 2.804 -1.110 -0.8 0.4 0.0 -0.649
H 4.984 4.117 -2.817 -0.5 -0.1 0.2 0.412
H 4.071 2.681 -3.392 -0.1 0.0 0.1 0.317
H 5.825 2.933 -3.665 -0.2 -0.5 -0.1 0.402
H 4.586 2.625 -0.887 0.0 0.2 -0.1 -0.310
H 6.157 0.448 -2.205 0.0 0.1 -0.1 0.323
H 4.407 0.545 -2.306 -0.2 -0.1 0.5 0.423
H 5.144 -1.292 0.737 0.0 -0.1 -0.1 0.291
H 6.249 -1.417 -0.632 -0.2 -0.2 -0.3 0.327
H 4.436 -1.481 -0.861 0.0 0.0 -0.4 0.371
H 7.287 3.025 -1.865 0.2 -0.3 0.1 0.253
H 7.000 2.076 -0.499 0.4 0.0 -0.1 0.207
```
Positions in Å, forces in eV/Å.